Density functional theory data (ωB97M-V/def2-TZVPD) for a 6-piece molecular cluster, C80H180NO3P5 overall.

Each line ends with the Mulliken charge.
Cartesian coordinates (Å):
C  2.146  -2.379  -1.730  -0.783
C  2.966  -2.537  -3.051  -1.287
C  3.196  -3.908  -3.634  0.014
C  1.838  -4.347  -4.164  -0.990
P  1.947  -6.161  -4.540  1.539
C  2.426  -7.019  -2.938  -1.398
C  1.681  -6.576  -1.675  -0.050
C  2.508  -6.861  -0.378  -0.868
C  1.635  -6.606  0.870  -1.095
C  3.167  -6.515  -5.842  -0.989
C  4.551  -6.972  -5.425  -0.700
C  5.430  -7.169  -6.649  -0.802
C  4.974  -8.128  -7.777  -1.203
C  0.284  -6.651  -5.018  -1.500
C  -0.963  -6.711  -4.081  0.610
C  -2.092  -7.535  -4.490  -0.726
C  -3.165  -7.535  -3.368  -0.984
H  2.201  -1.375  -1.308  0.375
H  2.592  -2.943  -0.910  0.550
H  1.122  -2.725  -1.875  -0.090
H  3.882  -1.972  -2.870  0.504
H  2.526  -1.847  -3.773  0.287
H  3.475  -4.519  -2.776  0.165
H  3.930  -3.770  -4.427  0.392
H  1.510  -3.890  -5.099  0.910
H  0.974  -4.155  -3.527  -0.137
H  3.491  -6.792  -2.905  0.672
H  2.286  -8.069  -3.199  0.715
H  0.692  -7.011  -1.535  0.334
H  1.518  -5.497  -1.695  -0.138
H  3.426  -6.275  -0.423  0.403
H  2.700  -7.932  -0.448  0.430
H  2.050  -7.005  1.796  0.454
H  0.689  -7.148  0.896  0.341
H  1.412  -5.539  0.909  0.074
H  3.155  -5.654  -6.511  0.538
H  2.682  -7.325  -6.390  0.573
H  4.360  -7.784  -4.722  0.503
H  5.110  -6.307  -4.765  0.319
H  6.371  -7.583  -6.285  0.412
H  5.706  -6.154  -6.937  0.389
H  5.674  -8.059  -8.608  0.384
H  3.992  -7.924  -8.206  0.323
H  4.878  -9.117  -7.329  0.335
H  0.428  -7.610  -5.522  0.561
H  0.043  -5.994  -5.856  0.647
H  -1.387  -5.715  -3.947  -0.460
H  -0.703  -7.121  -3.104  -0.023
H  -1.745  -8.562  -4.613  0.413
H  -2.486  -7.132  -5.424  0.380
H  -3.375  -6.559  -2.929  0.125
H  -2.836  -8.203  -2.573  0.321
H  -4.029  -7.884  -3.934  0.379
C  -3.019  -3.586  -2.947  -1.058
C  -3.138  -2.128  -2.595  0.873
C  -2.762  -1.210  -3.865  -1.179
C  -2.591  0.282  -3.424  0.000
P  -1.932  1.478  -4.736  1.098
C  -2.653  1.064  -6.432  -1.016
C  -4.147  1.088  -6.575  -0.543
C  -4.691  0.588  -7.969  -0.610
C  -5.193  -0.821  -8.035  -1.183
C  -2.357  3.184  -4.226  -1.380
C  -2.279  3.504  -2.738  0.916
C  -2.962  4.899  -2.462  -0.646
C  -3.476  4.863  -1.050  -1.127
C  -0.076  1.247  -4.878  -1.743
C  0.815  0.759  -3.716  -0.077
C  1.066  1.777  -2.644  0.774
C  1.672  3.095  -3.058  -1.559
H  -2.997  -4.272  -2.100  0.068
H  -2.057  -3.698  -3.449  0.141
H  -3.801  -3.919  -3.629  0.366
H  -2.487  -1.858  -1.763  -0.215
H  -4.174  -1.807  -2.482  -0.202
H  -3.522  -1.204  -4.646  0.324
H  -1.802  -1.572  -4.235  0.512
H  -1.918  0.350  -2.568  -0.358
H  -3.532  0.671  -3.035  0.349
H  -2.318  0.038  -6.592  0.495
H  -2.119  1.650  -7.180  0.681
H  -4.433  2.138  -6.496  0.278
H  -4.638  0.682  -5.689  0.301
H  -3.878  0.603  -8.696  0.288
H  -5.430  1.238  -8.440  0.446
H  -5.089  -1.237  -9.037  0.370
H  -6.240  -1.005  -7.795  0.294
H  -4.557  -1.425  -7.384  0.257
H  -3.378  3.259  -4.606  0.595
H  -1.777  3.767  -4.944  0.549
H  -1.206  3.491  -2.545  -0.152
H  -2.774  2.688  -2.210  -0.398
H  -3.841  4.991  -3.101  0.349
H  -2.239  5.673  -2.716  0.432
H  -2.731  4.635  -0.285  0.202
H  -4.246  4.111  -0.879  0.143
H  -3.797  5.867  -0.772  0.525
H  0.337  2.204  -5.201  0.794
H  0.137  0.628  -5.751  0.638
H  1.802  0.392  -4.001  0.576
H  0.295  -0.137  -3.371  0.209
H  1.699  1.383  -1.845  0.390
H  0.346  1.945  -1.840  -0.971
H  0.906  3.702  -3.543  0.307
H  2.484  2.908  -3.762  0.422
H  2.035  3.714  -2.238  0.335
C  0.350  -3.286  3.628  -1.530
C  0.312  -2.099  2.636  0.133
C  -0.282  -0.866  3.422  0.334
C  0.743  0.226  3.637  -1.309
P  0.185  1.853  4.105  0.615
C  1.341  3.223  3.632  -0.753
C  1.157  4.488  4.383  -0.554
C  1.444  5.765  3.563  0.015
C  0.661  6.912  4.129  -1.393
C  -1.484  2.342  3.462  -0.355
C  -2.736  1.569  4.103  0.198
C  -4.014  2.303  3.731  -0.169
C  -4.324  3.432  4.737  -1.489
C  0.122  1.843  5.878  -1.410
C  -0.480  0.593  6.612  -0.665
C  -1.141  0.938  7.984  -0.791
C  -0.183  1.652  8.957  -1.222
H  0.855  -4.109  3.120  0.192
H  -0.620  -3.575  4.032  0.420
H  0.891  -3.202  4.572  0.441
H  -0.170  -2.415  1.711  -0.290
H  1.277  -1.782  2.237  0.488
H  -0.809  -1.160  4.330  0.421
H  -1.046  -0.574  2.700  -0.509
H  1.109  0.291  2.610  0.733
H  1.544  -0.035  4.330  0.651
H  1.158  3.226  2.557  0.311
H  2.304  2.767  3.863  0.704
H  1.811  4.411  5.252  0.355
H  0.139  4.376  4.757  0.303
H  1.155  5.711  2.513  0.435
H  2.514  5.974  3.554  -0.117
H  -0.328  6.965  4.583  0.356
H  0.743  7.758  3.446  0.411
H  1.286  7.316  4.930  0.193
H  -1.467  2.120  2.395  -0.187
H  -1.510  3.421  3.619  0.773
H  -2.733  1.417  5.183  0.142
H  -2.708  0.581  3.644  -0.170
H  -4.810  1.561  3.654  0.361
H  -3.855  2.793  2.770  0.076
H  -4.462  3.068  5.756  0.356
H  -5.286  3.882  4.495  0.459
H  -3.471  4.111  4.742  0.247
H  -0.312  2.770  6.253  0.646
H  1.180  1.970  6.119  0.673
H  0.267  -0.201  6.642  0.629
H  -1.252  0.108  6.014  0.055
H  -1.490  0.053  8.516  0.547
H  -2.045  1.535  7.864  0.222
H  -0.844  1.880  9.793  0.435
H  0.132  2.638  8.615  0.318
H  0.613  1.027  9.361  0.300
C  4.100  6.971  6.721  -1.055
C  5.616  6.956  6.735  -0.708
C  6.173  7.108  5.265  -0.412
C  7.258  6.060  4.947  -1.018
P  7.738  5.948  3.151  0.016
C  6.323  5.636  2.056  -1.159
C  5.671  4.249  2.177  -0.644
C  4.446  4.224  1.228  -0.108
C  3.775  2.871  1.279  -1.543
C  8.909  4.641  2.886  -0.945
C  9.613  4.700  1.542  -0.700
C  10.718  3.631  1.348  -0.438
C  11.274  3.582  -0.047  -1.388
C  8.366  7.649  2.793  -1.088
C  9.622  8.137  3.554  -0.781
C  9.827  9.679  3.547  -0.619
C  11.323  10.019  3.833  -1.347
H  3.791  5.978  6.389  0.123
H  3.434  7.662  6.205  0.313
H  3.905  7.086  7.788  0.433
H  6.016  6.091  7.263  0.479
H  5.904  7.796  7.369  0.377
H  6.475  8.151  5.173  0.263
H  5.346  7.030  4.557  0.207
H  6.965  5.073  5.307  0.645
H  8.189  6.214  5.494  0.694
H  6.791  5.743  1.076  0.756
H  5.647  6.469  2.247  0.713
H  5.173  4.279  3.147  0.211
H  6.341  3.397  2.071  0.420
H  4.714  4.579  0.232  0.542
H  3.606  4.823  1.581  -0.078
H  4.437  2.160  0.777  0.611
H  2.826  2.727  0.764  0.184
H  3.803  2.343  2.233  0.412
H  8.341  3.716  2.997  0.635
H  9.684  4.665  3.653  0.601
H  10.071  5.639  1.230  0.318
H  8.807  4.539  0.823  0.320
H  10.372  2.638  1.635  0.388
H  11.554  3.890  1.999  0.314
H  11.773  4.520  -0.298  0.360
H  10.537  3.517  -0.848  0.343
H  12.009  2.780  -0.099  0.379
H  7.544  8.279  3.137  0.549
H  8.610  7.732  1.734  0.745
H  10.499  7.655  3.120  0.344
H  9.708  7.699  4.550  0.472
H  9.120  10.196  4.197  0.396
H  9.496  10.168  2.630  0.425
H  11.698  9.414  4.660  0.342
H  11.512  11.090  3.871  0.372
H  12.021  9.594  3.109  0.367
C  -11.480  -4.152  1.711  -1.206
C  -10.919  -3.870  0.266  -0.649
C  -9.756  -2.855  0.238  -0.891
C  -8.603  -3.150  1.143  -0.850
P  -6.995  -2.507  0.640  0.390
C  -6.987  -0.649  0.777  -1.312
C  -5.592  -0.015  0.487  0.987
C  -5.527  1.460  0.197  0.206
C  -5.941  1.697  -1.285  -1.372
C  -6.696  -3.042  -1.094  1.208
C  -7.141  -4.507  -1.294  -0.644
C  -6.442  -5.196  -2.404  0.113
C  -6.759  -6.718  -2.530  -1.555
C  -5.750  -3.321  1.654  -1.795
C  -4.207  -3.227  1.145  0.728
C  -3.629  -4.569  0.812  -0.351
C  -2.164  -4.391  0.628  -1.008
H  -12.094  -5.053  1.683  0.406
H  -12.116  -3.401  2.177  0.310
H  -10.659  -4.534  2.318  0.311
H  -11.712  -3.499  -0.385  0.503
H  -10.661  -4.800  -0.241  0.245
H  -10.151  -1.854  0.416  0.434
H  -9.368  -2.821  -0.781  0.265
H  -8.481  -4.231  1.227  0.688
H  -8.718  -2.825  2.178  0.734
H  -7.357  -0.490  1.791  0.494
H  -7.755  -0.230  0.125  0.612
H  -5.114  -0.529  -0.348  -1.066
H  -4.945  -0.200  1.346  0.194
H  -4.520  1.823  0.402  -0.166
H  -6.302  1.901  0.823  0.583
H  -5.323  2.304  -1.946  0.247
H  -6.921  2.178  -1.305  0.371
H  -6.201  0.778  -1.814  0.386
H  -5.621  -2.956  -1.256  -1.969
H  -7.202  -2.376  -1.792  1.211
H  -8.193  -4.604  -1.567  0.357
H  -6.928  -5.121  -0.417  0.387
H  -5.361  -5.113  -2.286  -0.452
H  -6.737  -4.909  -3.414  0.475
H  -6.631  -7.231  -1.578  0.343
H  -6.200  -7.042  -3.407  0.384
H  -7.823  -6.683  -2.767  0.470
H  -6.109  -4.348  1.570  0.817
H  -5.881  -3.152  2.724  0.609
H  -3.589  -2.745  1.903  0.472
H  -4.133  -2.496  0.340  -0.614
H  -4.148  -4.966  -0.062  0.012
H  -3.800  -5.333  1.571  0.514
H  -1.672  -5.299  0.274  0.452
H  -1.623  -4.122  1.535  0.276
H  -1.982  -3.632  -0.134  -0.222
N  -0.624  0.924  0.263  -0.408
O  0.109  1.842  0.645  -0.553
O  -0.093  -0.064  -0.185  -0.117
O  -1.857  1.048  0.261  -0.095

Cartesian forces, eV/Å:
C 0.7 -0.8 -0.4
C 0.1 2.6 1.3
C -1.3 1.5 0.7
C 0.1 -1.9 -1.1
P -0.8 0.8 2.4
C -0.5 0.6 -1.5
C 0.6 0.7 0.8
C -1.6 -0.9 -0.7
C 0.2 -0.1 -0.2
C -1.0 0.4 0.1
C -0.3 0.0 0.8
C 0.6 -0.7 0.1
C -0.4 0.8 0.7
C -0.7 -0.6 -1.0
C 2.1 1.2 1.2
C -0.9 -0.6 -0.3
C 0.4 -0.3 -1.4
H -0.5 0.3 -0.6
H 0.0 -0.6 -0.1
H -0.2 0.3 0.3
H 0.5 -0.6 0.1
H -0.4 -0.3 -0.4
H 0.5 -0.4 -0.4
H 0.2 -0.7 0.1
H 0.5 0.3 -0.3
H 0.3 -0.3 0.5
H 0.1 -0.3 0.4
H 0.2 -0.2 0.3
H 0.1 -0.3 -0.4
H -0.1 0.2 -0.2
H 0.1 -0.2 0.3
H 0.6 0.0 0.3
H 0.7 0.6 0.0
H -0.2 0.0 -0.8
H 0.0 0.0 0.5
H 0.1 0.1 -0.1
H 0.1 -0.1 -0.2
H 0.5 -0.9 -0.6
H -0.4 0.7 -0.1
H 0.1 0.0 0.1
H -0.2 0.0 -0.7
H 0.1 -0.5 0.2
H -0.1 0.4 0.1
H 0.4 -0.2 -0.4
H -0.1 -0.3 0.1
H 0.0 0.2 -0.2
H 0.5 0.3 0.3
H 0.5 0.4 0.2
H -0.3 -0.1 -0.4
H -0.3 -0.4 -0.1
H 0.1 0.1 -0.2
H -0.4 -0.1 0.0
H -0.4 -0.3 0.9
C 0.3 -0.3 -0.3
C -0.3 1.6 -2.1
C 0.6 0.5 1.5
C 0.2 -0.1 -0.7
P 0.2 -1.2 0.6
C 1.2 -0.8 0.9
C -1.3 1.6 -0.6
C 0.6 0.3 -0.1
C 0.0 -1.2 0.1
C -0.5 -1.2 -1.3
C 0.1 0.8 -1.4
C 0.5 -2.2 -0.1
C 0.4 1.1 1.2
C 0.6 0.5 -0.7
C -1.4 -0.4 0.4
C 0.5 0.2 2.9
C -0.4 0.2 -0.7
H -0.1 0.2 0.2
H 0.1 -0.3 -0.1
H 0.0 0.0 -0.1
H -0.2 0.2 0.1
H -0.1 -0.3 1.0
H 0.0 -0.6 0.0
H 0.0 0.0 -0.4
H 0.3 0.1 0.0
H -0.2 0.1 -0.2
H 0.3 -0.2 0.1
H -0.1 0.3 0.0
H -0.1 0.2 -0.1
H -0.1 -0.7 -0.2
H 0.4 0.3 0.2
H 0.0 0.4 0.6
H 0.1 0.1 -0.1
H 0.0 0.3 0.4
H -0.2 -0.4 0.1
H -0.3 0.1 0.1
H 0.2 0.5 0.4
H -0.1 0.2 0.8
H 0.1 0.2 0.4
H 0.2 0.1 -0.3
H -0.2 0.2 0.3
H 0.5 -0.1 -0.3
H -0.3 0.2 -0.3
H -0.6 -0.1 0.1
H -0.4 0.4 -0.1
H -0.5 -0.3 -0.1
H -0.1 0.2 -0.9
H 0.2 -0.1 0.7
H 1.0 -0.8 -0.6
H -1.5 0.2 -0.9
H 0.1 0.2 -0.3
H 0.1 0.3 -0.1
H 0.1 -0.3 0.2
C 0.9 -0.5 -0.5
C 0.4 0.1 2.2
C -1.2 -1.0 -1.4
C 0.2 -0.1 -1.3
P -1.7 1.2 0.0
C 0.2 -3.0 -0.6
C -0.2 -0.1 0.0
C -1.5 -1.0 0.1
C 1.7 2.9 0.9
C 0.1 -1.5 1.1
C 1.1 0.5 -1.0
C 0.2 0.5 0.5
C -0.3 -1.0 -0.2
C 0.1 -0.3 1.2
C -0.8 0.1 -0.2
C 1.5 -0.1 -0.1
C -1.5 0.2 0.4
H -0.4 -0.5 0.1
H -0.4 -0.1 -0.8
H 0.5 0.9 -0.2
H -0.8 0.4 0.3
H 0.4 -0.3 0.4
H 0.2 -0.2 0.0
H -0.2 0.9 0.3
H 0.8 0.6 0.1
H 0.1 -0.2 -0.1
H 0.4 0.4 -0.2
H 0.3 0.1 -0.5
H -0.1 0.4 0.2
H -0.2 1.3 0.1
H 0.0 -0.8 -0.1
H 0.0 0.1 0.2
H -0.2 -1.2 -0.6
H -0.4 0.0 -0.3
H -0.1 0.0 0.5
H -0.1 0.3 -0.1
H -0.2 0.1 0.0
H 0.4 0.2 0.0
H -0.1 -0.1 0.1
H -0.3 0.2 0.0
H -0.3 -0.3 -0.3
H 0.2 -0.2 0.0
H 0.3 0.5 -0.2
H -0.4 0.4 0.0
H -0.3 0.0 -0.2
H 0.2 -0.2 0.4
H 0.3 0.2 0.6
H -0.2 0.3 -0.2
H 0.1 -0.3 -0.4
H 0.1 0.2 -0.4
H 0.3 0.1 0.4
H 0.4 -0.2 -0.2
H 0.2 0.1 -0.4
C -0.3 -1.4 1.4
C 0.2 1.5 -1.5
C 0.1 -0.1 1.0
C 0.2 -0.1 -0.7
P -0.1 1.5 1.3
C 1.3 -0.3 0.2
C -1.8 1.8 0.2
C -0.6 -0.5 0.7
C 1.5 -2.2 -1.3
C 1.2 0.2 0.4
C -0.2 -0.9 -1.3
C -0.6 0.3 0.5
C 0.3 0.6 -0.6
C 0.5 -0.5 0.6
C 0.5 -0.4 -0.1
C 0.5 -0.1 -0.2
C -0.4 -0.9 -0.3
H -0.4 -0.1 0.2
H 1.0 0.6 -0.3
H -0.9 -0.3 0.0
H -0.3 -0.3 -0.3
H 0.5 0.2 -0.3
H 0.6 -0.1 -0.2
H -0.2 -0.3 0.0
H -0.4 -0.1 -0.3
H 0.1 0.4 -0.1
H -0.3 0.3 -0.3
H -0.3 -0.2 -0.3
H 0.5 -0.7 0.5
H 0.0 0.1 -0.1
H -0.1 -0.3 -0.2
H 0.7 1.1 0.2
H 0.1 -0.1 -0.6
H -0.2 0.5 0.3
H -0.6 0.8 0.5
H 0.2 -0.2 0.0
H -0.2 0.0 0.4
H -0.2 0.4 0.6
H 0.2 -0.2 -0.5
H -0.2 0.0 0.2
H -0.1 -0.1 0.3
H 0.3 0.0 0.2
H -0.2 -0.6 0.2
H -0.1 0.0 -0.3
H -0.3 0.1 -0.6
H -0.6 0.2 -0.1
H 0.1 0.2 -0.6
H -0.5 0.5 0.4
H 0.3 -0.3 0.9
H 0.4 -0.6 -0.7
H -0.4 0.8 0.9
H 0.0 -0.2 0.5
H -0.5 0.3 -0.9
C 0.4 -1.3 -1.3
C -0.6 0.3 1.0
C -0.9 0.4 -1.0
C 0.7 -0.5 1.0
P -0.2 1.1 -0.9
C 0.5 -0.6 -0.2
C 0.5 -1.2 0.8
C -1.0 0.0 -1.3
C -1.2 0.3 0.1
C -0.2 -0.3 0.7
C -0.3 0.0 -0.2
C 1.2 -1.7 -1.2
C -0.7 1.9 0.4
C 1.2 -0.3 -0.5
C -2.0 0.7 1.3
C -0.5 -0.3 0.1
C 1.2 -0.5 -0.9
H -0.3 0.1 -0.3
H 0.6 0.3 -0.1
H 0.1 0.7 0.5
H -0.1 0.3 0.2
H 0.4 -0.2 0.4
H 0.0 0.0 0.2
H -0.1 0.0 -0.2
H 0.2 -0.2 -0.1
H -0.3 0.1 0.1
H 0.2 0.3 0.2
H -0.1 -0.2 -0.2
H 0.0 -0.2 -0.1
H 0.0 -0.3 0.1
H -0.2 0.1 0.2
H 0.5 0.6 0.2
H 0.4 -0.1 0.4
H 0.0 0.4 0.0
H 0.5 -0.4 0.0
H 0.0 0.0 -0.1
H 0.0 0.1 0.1
H -0.3 0.3 0.7
H -0.3 0.1 0.3
H 0.1 0.3 -0.2
H 0.2 1.1 0.1
H 0.3 -0.4 -0.3
H -0.1 -0.7 0.4
H -0.1 -0.8 -0.1
H 0.3 -0.3 -0.2
H 0.1 0.6 0.0
H -0.2 -0.1 0.4
H 0.0 -0.3 -0.4
H 0.2 0.0 -0.4
H -0.2 0.3 0.4
H -0.1 -0.1 -0.1
H -0.3 0.2 0.1
H 0.2 0.2 0.1
N -0.2 1.0 -0.5
O 0.5 1.5 1.1
O 0.7 -2.7 -0.9
O -1.0 0.1 0.3

Calculated values
Relative energy (zero: lowest compared OMol25 entry of this formula, charge and spin) in eV: 1.196
Charge: +4
LUMO energy in eV: -6.058
Multiplicity: 1